No. 1
{"formula": "C3H6NOS2", "method": "ωB97M-V/def2-TZVPD", "e_homo_ev": -3.359, "charge": -1, "total_energy_ha": -1044.2117, "de_lowest_kcal_mol": 28.5, "symbols": ["C", "C", "C", "N", "O", "S", "S", "H", "H", "H", "H", "H", "H"], "xyz": [[-0.38187, 0.66574, -0.98677], [-1.37991, 0.23501, 0.10085], [0.64095, 0.04013, -0.10416], [-0.28212, -0.10944, 0.95091], [-0.34730, -1.37697, 1.54625], [1.30513, -1.44988, -0.79277], [2.06768, 1.27958, 0.28157], [-0.39405, 0.20042, -1.88371], [-0.36110, 1.71952, -0.91807], [-2.20881, 0.96298, 0.61897], [-1.98153, -0.63326, -0.26476], [0.40755, -1.95333, 1.02012], [2.91539, 0.41950, 0.43160]], "forces_ev_per_a": [[-0.976, 2.013, 3.273], [-3.678, -0.296, 0.046], [3.006, -0.034, -0.889], [-0.604, -0.362, 1.823], [1.604, -1.340, -0.281], [0.374, -0.755, 0.071], [-3.451, 2.830, -0.464], [-0.495, -0.904, -2.922], [0.397, 1.328, -0.913], [2.104, -1.243, -1.368], [0.490, 0.250, 0.515], [-1.875, 1.623, 0.584], [3.105, -3.110, 0.525]]}

No. 2
{"formula": "C36H91N5O12", "method": "ωB97M-V/def2-TZVPD", "multiplicity": 2, "e_homo_ev": [0.843, -6.178], "charge": -1, "total_energy_ha": -2602.3446, "symbols": ["C", "O", "C", "C", "N", "C", "C", "O", "C", "H", "H", "H", "H", "H", "H", "H", "H", "H", "H", "H", "H", "H", "H", "H", "C", "O", "C", "C", "N", "C", "C", "O", "C", "H", "H", "H", "H", "H", "H", "H", "H", "H", "H", "H", "H", "H", "H", "H", "C", "O", "C", "C", "N", "C", "C", "O", "C", "H", "H", "H", "H", "H", "H", "H", "H", "H", "H", "H", "H", "H", "H", "H", "C", "O", "C", "C", "N", "C", "C", "O", "C", "H", "H", "H", "H", "H", "H", "H", "H", "H", "H", "H", "H", "H", "H", "H", "C", "C", "C", "C", "C", "C", "N", "O", "C", "C", "C", "H", "H", "H", "H", "H", "H", "H", "H", "H", "H", "H", "H", "H", "H", "H", "H", "H", "H", "H", "C", "O", "H", "H", "H", "H", "C", "O", "H", "H", "H", "H", "C", "O", "H", "H", "H", "H"], "xyz": [[29.74090, 28.07346, 32.86308], [29.14217, 27.58123, 31.69025], [28.04794, 26.60402, 31.87784], [27.50149, 26.21520, 30.43729], [26.42827, 27.02897, 29.87041], [26.53612, 28.47210, 29.85393], [25.45076, 29.18278, 28.88325], [25.45709, 28.63379, 27.53575], [26.66120, 29.00743, 26.94692], [29.80364, 27.33646, 33.66369], [29.00669, 28.66729, 33.40751], [30.66076, 28.65372, 32.79048], [27.23777, 27.02601, 32.47253], [28.45926, 25.68793, 32.30176], [27.16545, 25.18051, 30.36948], [28.35072, 26.40201, 29.78000], [26.34447, 26.65371, 28.93646], [27.57683, 28.64760, 29.58150], [26.34841, 28.96114, 30.80981], [25.52267, 30.26794, 28.80998], [24.51303, 29.05029, 29.42288], [26.69391, 28.94344, 25.85929], [27.49268, 28.39087, 27.28837], [27.00579, 30.01729, 27.16949], [30.31870, 31.24084, 28.90421], [30.24385, 32.15810, 30.02902], [28.95541, 32.82402, 30.40440], [28.17022, 32.24991, 31.62985], [26.68845, 32.40898, 31.52091], [26.23699, 33.79493, 31.47882], [24.80670, 33.78398, 30.95889], [24.83126, 33.14044, 29.69584], [25.18237, 33.98366, 28.63075], [31.33495, 30.84720, 28.88477], [30.30622, 31.78633, 27.96060], [29.68008, 30.35954, 28.84436], [28.39502, 32.67297, 29.48177], [29.05655, 33.90564, 30.49367], [28.51719, 32.79720, 32.50632], [28.37099, 31.18079, 31.69885], [26.29637, 32.18697, 30.61699], [26.83294, 34.43655, 30.82978], [26.17456, 34.09705, 32.52425], [24.31495, 34.75548, 30.90919], [24.12185, 33.22926, 31.60027], [24.85595, 33.52969, 27.69509], [26.27086, 34.02193, 28.67326], [24.71274, 34.95428, 28.47121], [23.85442, 37.82751, 30.21748], [25.17010, 37.40024, 29.78547], [26.31124, 37.49500, 30.71396], [27.64846, 37.50763, 29.96341], [27.86595, 36.36941, 29.09753], [29.11732, 36.45089, 28.30863], [29.19939, 35.15396, 27.51951], [28.44585, 35.45804, 26.37744], [28.31277, 34.46825, 25.33002], [23.55534, 37.23967, 31.08529], [23.08729, 37.62014, 29.47142], [23.79536, 38.89912, 30.40790], [26.23384, 36.78188, 31.53467], [26.30297, 38.45492, 31.23027], [28.60832, 37.46652, 30.47827], [27.72490, 38.34806, 29.27354], [27.15992, 36.39891, 28.37591], [29.76710, 36.28732, 29.16836], [29.35812, 37.41431, 27.85924], [28.71525, 34.30260, 27.99793], [30.13365, 34.84700, 27.04935], [29.25172, 34.17265, 24.86193], [27.68378, 34.91814, 24.56187], [27.71804, 33.57777, 25.53359], [35.27883, 26.96376, 24.42331], [34.55867, 28.20019, 24.41051], [35.10990, 29.33369, 25.06980], [34.19439, 30.55344, 25.07049], [34.53906, 31.76238, 25.87595], [34.76177, 31.50182, 27.34399], [35.44127, 32.78673, 27.97005], [34.46510, 33.65111, 28.49571], [34.31524, 33.59157, 29.93812], [34.44422, 26.26267, 24.42125], [35.86103, 26.90323, 25.34282], [35.94456, 26.85808, 23.56673], [35.88007, 29.60418, 24.34746], [35.35593, 29.03385, 26.08846], [33.22774, 30.15394, 25.37726], [34.08052, 30.93399, 24.05544], [33.95907, 32.58909, 25.85963], [35.56911, 30.77029, 27.37820], [33.83935, 31.23821, 27.86143], [35.89497, 33.32294, 27.13654], [36.17309, 32.45014, 28.70438], [33.76662, 32.65541, 30.04170], [33.56838, 34.30321, 30.29009], [35.23474, 33.54169, 30.52134], [30.92823, 27.56921, 28.64087], [31.39740, 26.72407, 27.52947], [32.73316, 26.07553, 27.85205], [33.19951, 25.02099, 26.93032], [32.15632, 23.99927, 26.53851], [30.72215, 24.58645, 26.23449], [30.46074, 25.55213, 27.28128], [29.16742, 26.17678, 27.19284], [30.75574, 25.17009, 24.83054], [29.84633, 23.39757, 26.41720], [31.65342, 27.78218, 26.38809], [31.72063, 28.12533, 29.14178], [30.77042, 26.77981, 29.37575], [30.07061, 28.22281, 28.48146], [33.49001, 26.85859, 27.80628], [32.78627, 25.70266, 28.87491], [34.06424, 24.49349, 27.33290], [33.53869, 25.49205, 26.00774], [32.25623, 23.20104, 27.27401], [32.40896, 23.44981, 25.63167], [31.63856, 25.80095, 24.72686], [30.90884, 24.37343, 24.10253], [29.77282, 25.59627, 24.62972], [30.19400, 22.53601, 25.84716], [29.67687, 23.01692, 27.42442], [28.79483, 23.54561, 26.17117], [32.48095, 27.54665, 25.71889], [32.04188, 28.75573, 26.68709], [30.84864, 27.81799, 25.65382], [28.60976, 25.43476, 26.94785], [31.94494, 31.47219, 32.94218], [31.95937, 30.87065, 31.68215], [31.94247, 30.71200, 33.72333], [32.81117, 32.11299, 33.10690], [31.00889, 32.02370, 33.03021], [31.49930, 31.48612, 31.10671], [22.46073, 31.79587, 27.71304], [22.14571, 30.45586, 27.28340], [22.57674, 32.53358, 26.91904], [21.70287, 32.31019, 28.30399], [23.39316, 31.78004, 28.27732], [21.28732, 30.28247, 26.89007], [24.92160, 31.94165, 34.90461], [25.81642, 31.23898, 34.12687], [25.06357, 31.84695, 35.98117], [25.23404, 32.93422, 34.58013], [23.92855, 31.72805, 34.50923], [25.83392, 31.60617, 33.24004]], "forces_ev_per_a": [[-1.797, -0.150, 1.702], [-0.456, -0.886, -0.511], [0.417, 0.541, -1.859], [1.055, 1.806, 0.676], [-1.836, -0.693, 0.774], [-0.008, 0.848, -1.428], [0.950, -1.636, 0.527], [-0.576, 0.674, 1.451], [1.593, -0.036, -0.562], [0.891, -0.959, -0.291], [-0.231, 1.061, -0.266], [-0.099, -0.335, -0.857], [0.087, 0.048, 0.296], [0.022, 0.081, 0.392], [0.223, -0.018, 0.286], [0.646, -0.653, 0.043], [-0.441, 0.489, -0.283], [0.219, 1.005, -0.194], [0.094, -0.384, 0.351], [0.742, 0.129, 0.133], [-0.397, -0.625, -0.731], [-0.725, -0.244, -0.030], [0.145, -0.397, 0.127], [-0.451, 0.447, 0.207], [0.652, 0.847, -0.201], [-0.763, 0.226, 0.924], [0.082, -1.445, -1.605], [-0.193, 0.077, -1.357], [0.495, 0.486, -0.199], [-0.823, 0.312, 1.420], [-0.087, -0.144, -0.118], [-1.745, 0.200, 0.219], [0.761, -0.543, -1.296], [0.152, -0.046, 0.583], [-0.648, 0.230, -0.052], [-0.589, 0.371, 0.605], [-0.707, 0.061, 0.137], [0.743, -0.062, 0.038], [-0.170, -0.352, 0.280], [0.154, 0.043, 0.257], [0.722, -1.611, -0.510], [0.212, 0.289, 0.245], [0.410, 0.905, 0.023], [0.482, 0.426, -0.277], [0.284, -0.540, 0.112], [0.401, -0.733, 0.044], [0.107, 0.717, -0.646], [-0.036, 0.417, 1.329], [1.053, -0.515, 0.370], [0.554, 0.151, 0.140], [-0.610, 1.017, -0.113], [0.420, -0.714, -1.673], [-1.262, -0.700, -1.782], [0.469, -2.004, 3.392], [-0.269, 0.435, -2.119], [-1.769, -0.454, -2.208], [-0.528, 0.834, 0.087], [-0.012, 0.221, 0.380], [0.554, -0.234, -0.490], [0.271, 0.088, 0.283], [0.036, -0.608, -0.341], [-0.367, 0.373, 0.002], [-0.517, 0.700, 1.436], [-0.416, 0.964, 0.488], [-0.745, -0.264, 0.054], [1.262, 0.403, -0.229], [-0.211, -0.222, -0.606], [0.325, 0.099, 0.682], [0.914, 0.094, 1.119], [0.301, 0.059, 0.276], [0.270, 0.503, -0.105], [0.277, -0.267, 0.989], [-0.806, 1.407, 0.545], [-1.409, 0.195, -0.132], [1.025, 0.197, -1.103], [-2.001, 0.949, 0.212], [1.639, -1.479, 1.702], [1.491, 1.383, -1.486], [-1.512, -1.125, -0.689], [0.485, 1.429, 1.278], [-1.371, -1.628, -1.382], [0.624, -0.526, -0.180], [0.058, -0.336, 0.140], [-0.040, -0.008, -0.149], [1.334, 0.225, 1.068], [0.692, 0.201, -0.029], [-0.485, 0.036, -0.038], [-0.057, -0.287, -0.108], [-0.653, -0.450, -1.003], [-0.494, -0.568, 0.316], [0.126, -0.279, 0.296], [0.384, -0.125, 0.110], [0.117, 0.303, 0.182], [0.212, -0.461, 0.844], [0.569, 0.598, -0.284], [0.133, 0.386, -0.240], [-0.223, -1.223, 2.493], [1.093, 0.255, -2.658], [0.522, 0.838, 1.264], [0.297, -0.544, -1.946], [-0.054, -0.155, -0.039], [2.440, -0.283, 0.953], [0.543, 2.034, 1.654], [-0.064, -0.366, -0.794], [-0.251, -0.940, -0.097], [-2.060, -1.138, -0.006], [0.452, -1.283, -1.718], [0.293, 0.330, -0.609], [-1.098, 0.401, 0.787], [0.025, -0.428, -0.133], [0.034, 0.281, 0.216], [-0.471, -0.042, 0.256], [0.114, 0.096, 0.075], [0.156, 0.143, 0.008], [-1.136, 0.046, 0.488], [0.368, 0.254, -0.313], [-0.563, 0.484, -0.067], [-0.143, -0.227, -0.035], [0.344, 0.644, -0.254], [0.007, 0.144, -0.280], [0.968, 0.401, 0.471], [-0.200, 0.259, -0.846], [0.313, -0.788, -0.049], [-0.914, 0.145, 0.753], [-0.455, 0.616, 0.494], [-0.492, -0.016, 0.109], [-0.365, -0.115, 0.247], [0.698, -0.619, 0.007], [0.054, -0.139, 0.007], [0.040, 0.269, 0.039], [0.048, 0.380, 0.412], [-0.448, 0.093, -0.575], [-0.571, 0.095, -0.439], [0.841, 0.387, 0.528], [0.311, -0.399, -0.707], [-0.333, -0.614, 0.565], [-0.215, -0.346, -0.028], [-0.095, 0.840, 0.101], [0.114, 1.626, -1.457], [1.506, -2.634, 0.256], [-0.081, -0.436, -0.195], [-1.083, 1.114, 1.004], [-0.544, 0.165, 0.826], [0.251, 0.149, -0.574]]}